{"formula": "C3H4FO2Si", "method": "the ωB97M-V functional and the def2-TZVPD basis", "symbols": ["H", "C", "F", "Si", "C", "H", "H", "H", "O", "O", "C"], "positions_angstrom": [[0.4882, -0.1262, -1.4264], [2.1782, -0.1997, -0.0866], [3.2672, 0.3405, 0.4689], [-1.2817, 0.8815, 0.4312], [-2.7858, -0.2530, 0.2982], [1.8938, 1.1226, -1.4590], [-1.0264, 0.5742, 1.9663], [1.8802, -1.1194, 0.5055], [-4.0415, -0.3326, 0.2556], [-1.9578, -1.1780, 0.0348], [1.3856, 0.2901, -0.9885]], "atomic_forces_ev_per_a": [[0.315, -0.219, 0.414], [-1.764, -3.727, 2.722], [0.557, 0.748, -0.544], [-0.461, -0.761, 0.744], [-3.305, 0.491, -0.082], [-0.762, 0.678, -0.398], [-0.052, 0.130, -0.645], [0.526, 1.044, -0.708], [1.853, 0.241, 0.260], [1.628, 0.157, -0.127], [1.464, 1.218, -1.634]], "lowdin_charge": [0.026, -0.301, -0.008, 0.682, -0.975, 0.062, -0.159, 0.126, -0.145, -0.209, -0.099], "homo_ha": -0.121, "mol_weight_da": 119.1, "gap_ev": 7.0, "total_charge": -1, "e_lumo_ev": 3.7, "fmax_ev_per_a": 4.94}